10
Properties=species:S:1:pos:R:3:forces:R:3 method="wB97M-V/def2-TZVPD" relative_energy_kj_mol=328.1 energy_ev=-7632.9051 max_force_ev_per_a=4.54 total_charge=+1 homo_lumo_gap_ev=9.948
C -0.0405 0.9587 -0.0234 0.2 -0.3 -0.1
C 0.2203 -1.3063 0.0025 2.9 2.7 -0.1
C -1.4665 0.7872 0.0340 -0.9 1.3 0.2
N -0.6147 -0.3987 -0.0231 0.4 -1.2 0.0
N 1.2054 0.9543 -0.0151 0.0 1.6 -0.1
N 1.7617 -0.1768 0.0444 -2.9 -3.5 0.2
H 0.2601 -2.3725 0.0467 0.0 -0.4 0.1
H -1.9993 0.9426 0.9724 0.1 -0.1 -0.1
H -2.0583 0.9607 -0.8615 0.1 -0.2 0.0
H 2.7317 -0.3493 -0.1767 0.1 0.1 -0.1



11
Properties=species:S:1:pos:R:3:forces:R:3 method="wB97M-V/def2-TZVPD" relative_energy_kj_mol=94.4 energy_ev=-9323.9373 smiles="O=CO.O.O" max_force_ev_per_a=1.93 homo_lumo_gap_ev=11.137
O -0.0402 0.3888 1.8409 -0.1 -0.2 0.0
C 0.1222 -0.4829 1.0246 -0.2 1.4 0.5
O -0.7599 -1.4186 0.7281 0.2 -0.8 -0.5
H 1.0207 -0.4782 0.4086 0.0 -0.7 -0.2
H -1.5843 -1.2985 1.2104 0.0 0.3 0.4
H 1.1581 -1.2608 -2.0435 0.1 0.7 0.8
H 0.1927 -2.0762 -2.6133 -1.1 -0.1 0.4
O 0.2223 -1.4479 -1.8686 1.2 -0.6 -1.4
H 0.3671 2.0250 -0.4511 0.1 0.3 0.5
H -0.0170 2.6976 -1.7011 0.0 0.5 0.0
O 0.3217 2.9161 -0.8221 -0.1 -0.7 -0.4



13
Properties=species:S:1:pos:R:3:forces:R:3 method="wB97M-V/def2-TZVPD" relative_energy_kj_mol=265.3 energy_ev=-43979.9692 max_force_ev_per_a=4.06 homo_lumo_gap_ev="7.384 / 5.400"
C 2.0221 -0.8891 -1.7004 -0.2 0.8 -2.1
C -0.6965 0.5221 1.5265 -1.3 -1.4 -2.3
P 1.8769 -0.4523 0.0470 -1.2 -0.8 0.3
S 2.2235 1.3868 0.4233 0.5 0.9 0.0
S -4.0288 0.0175 -0.1555 0.4 -0.2 -0.3
S -0.1899 -0.9793 0.5260 0.3 1.1 0.6
H 2.2058 -1.9201 -1.9836 0.1 -0.3 0.5
H 1.1502 -0.5695 -2.3072 0.0 -0.2 0.7
H 2.8053 -0.2790 -2.1796 0.2 -0.3 0.6
H -1.3598 0.2673 2.3042 -1.5 -0.8 0.3
H -1.0535 1.3338 0.9093 -0.4 -0.2 -0.4
H 0.0349 0.9226 2.0803 3.6 1.1 1.6
H -4.9901 0.6394 0.5097 -0.4 0.2 0.3



15
Properties=species:S:1:pos:R:3:forces:R:3 method="wB97M-V/def2-TZVPD" relative_energy_kj_mol=179.4 energy_ev=-7830.4603 smiles=C[C@@H](O)[C@H]1CN1 max_force_ev_per_a=0.31 homo_lumo_gap_ev=10.779
C 1.5507 1.2084 0.3198 0.0 0.0 0.0
C 0.8623 -0.1068 -0.0310 0.1 0.1 -0.2
O 0.8895 -1.0049 1.0554 -0.1 0.0 0.2
C -0.5794 0.0789 -0.5012 0.1 0.1 -0.1
C -1.4239 -1.1177 -0.6744 -0.1 -0.2 -0.2
N -1.5809 -0.2707 0.5093 -0.2 0.1 0.1
H 2.5684 0.9994 0.6633 -0.2 0.1 0.0
H 1.6093 1.8734 -0.5505 0.0 -0.1 0.1
H 1.0170 1.7277 1.1238 0.0 -0.1 -0.1
H 1.4176 -0.5867 -0.8480 0.0 0.1 0.1
H 0.0575 -0.8423 1.5373 0.1 -0.1 0.0
H -0.7693 0.9390 -1.1441 0.0 -0.2 0.1
H -0.9874 -2.0929 -0.4751 -0.1 0.1 0.0
H -2.2073 -1.0934 -1.4281 0.1 0.0 0.1
H -2.4241 0.2885 0.4435 0.2 0.1 0.0



69
Properties=species:S:1:pos:R:3:forces:R:3 method="wB97M-V/def2-TZVPD" relative_energy_kj_mol=240.8 energy_ev=-65289.4340 max_force_ev_per_a=3.12 total_charge=+1 homo_lumo_gap_ev=8.100
Y 0.5269 0.3745 0.9941 -1.4 -0.7 -0.8
C 3.0817 6.1462 -1.2263 0.0 0.1 -0.1
C 3.1281 5.1441 -0.0904 -0.1 -0.2 -0.1
N 2.9781 3.7922 -0.6387 0.1 0.2 0.1
C 2.8559 2.6572 0.0651 0.0 0.0 0.0
S 2.4569 2.9579 1.7899 0.0 -0.3 -0.1
N 3.0932 1.5343 -0.5359 0.0 -0.1 -0.1
N 2.5552 0.3563 -0.0594 0.6 0.6 -0.1
C 3.3241 -0.6585 -0.0004 0.2 -0.6 0.1
C 4.7907 -0.5649 -0.2526 0.0 -0.1 -0.2
C 2.6845 -1.9524 0.4063 0.2 0.4 -0.1
C 3.2718 -3.1637 0.1039 0.1 -0.3 0.0
C 2.6548 -4.3354 0.5246 0.1 -0.1 -0.1
C 1.4870 -4.2587 1.2564 0.0 -0.1 0.0
C 0.9585 -3.0055 1.5050 0.0 0.1 0.1
N 1.5229 -1.8761 1.0787 0.0 -0.2 -0.2
H 3.1372 7.1619 -0.8336 0.0 -0.1 0.0
H 2.1564 6.0485 -1.7991 0.1 0.0 0.1
H 3.9253 6.0024 -1.9055 0.0 0.0 0.0
H 2.3114 5.3494 0.6065 0.0 0.0 0.0
H 4.0638 5.2309 0.4637 0.1 0.0 0.0
H 3.1066 3.6535 -1.6313 0.0 0.0 0.0
H 5.1752 0.3304 0.2331 0.0 0.0 0.0
H 4.9899 -0.4515 -1.3230 0.0 0.0 0.1
H 5.3255 -1.4336 0.1233 0.0 0.0 0.0
H 4.1991 -3.1951 -0.4517 -0.1 0.0 0.0
H 3.0926 -5.2970 0.2856 0.0 0.0 0.0
H 0.9771 -5.1423 1.6163 0.0 0.0 0.0
H 0.0420 -2.9026 2.0712 0.0 0.0 0.0
O -1.1218 1.8927 1.7774 -0.1 0.0 -0.3
C -1.0321 2.5218 0.7001 0.0 -0.1 0.0
C -1.7947 3.7628 0.3215 0.1 0.0 -0.1
C -1.3354 4.0149 -1.1158 -0.1 0.0 0.1
C -0.2801 2.9421 -1.3818 0.0 0.0 0.3
O 0.3666 2.8334 -2.3893 0.1 -0.1 -0.1
N -0.1782 2.1000 -0.2643 -0.6 0.9 -0.7
H -1.5312 4.5596 1.0185 0.0 0.0 0.0
H -2.8630 3.5808 0.4321 0.0 0.0 0.0
H -0.9002 4.9987 -1.2813 0.0 0.0 0.0
H -2.1349 3.8935 -1.8459 0.0 0.0 0.0
C -1.5480 -0.5924 -2.0201 0.1 0.0 0.0
P -1.5025 -1.1322 -0.2737 -1.1 -0.4 -0.2
C -1.5594 -2.9535 -0.3948 0.1 0.0 -0.1
C -2.2455 -3.7240 0.5428 0.0 0.0 0.0
C -2.2081 -5.1110 0.4706 0.0 0.0 0.0
C -1.4832 -5.7416 -0.5343 0.0 0.0 0.0
C -0.7980 -4.9805 -1.4710 0.0 0.1 0.0
C -0.8360 -3.5932 -1.3997 0.1 -0.1 0.0
C -3.1498 -0.7033 0.3811 -0.1 -0.1 -0.1
C -3.2871 -0.3983 1.7319 0.0 0.0 0.1
C -4.5369 -0.1419 2.2815 0.0 0.0 0.0
C -5.6640 -0.1798 1.4754 0.0 0.0 0.0
C -5.5419 -0.4748 0.1219 0.1 0.0 0.0
C -4.2930 -0.7399 -0.4205 0.0 0.0 0.0
H -0.5544 -0.6518 -2.4638 0.0 0.0 0.0
H -1.8567 0.4514 -2.0553 0.0 0.0 0.0
H -2.2338 -1.2033 -2.6038 0.0 0.0 0.0
H -2.8298 -3.2463 1.3227 0.0 0.0 0.0
H -2.7563 -5.7009 1.1952 0.0 0.0 0.0
H -1.4654 -6.8227 -0.5960 0.0 0.0 0.0
H -0.2411 -5.4644 -2.2640 0.0 0.0 0.0
H -0.2922 -3.0148 -2.1381 0.0 0.0 0.0
H -2.4178 -0.3403 2.3752 0.0 0.0 0.0
H -4.6260 0.0959 3.3338 0.0 0.0 0.0
H -6.6397 0.0232 1.8999 0.0 0.0 0.0
H -6.4218 -0.5037 -0.5087 0.0 0.0 0.0
H -4.2167 -0.9834 -1.4730 0.0 0.0 0.0
O 1.4456 0.7494 2.6919 1.7 0.9 2.4
O 2.6915 1.4755 2.4459 -0.1 -0.1 0.2



12
Properties=species:S:1:pos:R:3:forces:R:3 method="wB97M-V/def2-TZVPD" relative_energy_kj_mol=280.9 energy_ev=-28293.7564 smiles="C=NSC(=S)NN" max_force_ev_per_a=1.94 homo_lumo_gap_ev=8.795
C -1.5922 -0.3919 0.0258 0.2 -1.9 0.0
C 2.2842 -1.0233 -0.2861 1.2 -0.2 0.5
H 0.2819 1.4833 -0.2494 0.0 0.5 0.1
H -0.2810 1.5585 1.2630 -0.6 0.1 -0.6
H -2.4171 1.3274 -0.4725 0.5 -0.1 0.3
H 2.5310 -2.0194 0.1012 -0.7 -0.1 0.0
H 3.2219 -0.5321 -0.5770 -0.7 0.4 -0.4
N -0.5423 1.7657 0.2832 1.2 0.1 0.2
N -1.5405 0.9061 -0.1548 -0.7 0.8 -0.1
N 1.1676 -0.4331 -0.2640 -0.3 -0.6 0.3
S -2.9819 -1.2706 -0.1169 0.1 0.0 0.1
S -0.1315 -1.3707 0.4476 -0.2 1.1 -0.6